Here is a molecular structure, C49H59BrIN3OSi2V from the Open Molecules 2025 dataset. Energies are from ωB97M-V/def2-TZVPD.

Last column: Mulliken charge in e.
Atoms and positions in Å:
I 3.77262 -1.24021 -1.24468  0.1789
Br 6.91859 -0.56557 -2.19018  -0.1861
V -0.29603 0.12248 -0.05921  1.0001
Si -1.05301 3.20591 -1.01417  -0.7875
Si -0.38375 -1.92192 -3.01367  -1.0264
O -0.81575 1.62209 -0.40665  1.5831
N -1.32872 0.15297 2.39986  0.9539
N -1.00363 -2.21696 -0.36191  1.1761
N 1.27266 0.95868 1.31358  0.9106
C 1.83896 -3.77351 -2.76555  -0.2909
C -2.74620 -1.60807 -4.51414  -0.6782
C -3.11308 4.58629 -2.28022  -0.6874
C -2.08647 -4.10968 0.83805  -0.8959
C -3.57663 -1.78446 -5.60837  -0.7998
C 1.40049 2.56226 -2.43494  0.5093
C 6.30611 -2.91179 -5.52029  -0.6495
C 0.02864 6.19468 1.65289  -1.0384
C 3.93333 -3.31450 -4.81340  0.1493
C -1.08446 6.29348 2.47678  -0.5764
C -0.89104 -2.48030 -5.77575  -0.4248
C -4.31978 4.75241 -2.94255  -0.8325
C 1.53837 5.05555 -3.63744  -0.9581
C -0.66571 -4.70926 0.87312  -0.7245
C 4.51943 -2.06958 -3.10575  0.4199
C -3.06515 -2.31275 -6.78763  -0.6027
C -2.15063 4.51806 1.25484  0.1319
C -2.71546 3.32092 -1.84077  1.2671
C 3.09565 -4.23943 -2.67230  -1.6686
C 1.38884 -2.50301 -3.34555  1.1786
C -1.72434 -2.66051 -6.87041  -0.7415
C -1.39530 -1.97149 -4.57675  1.2838
C -1.02551 4.39130 0.43171  0.8523
C 3.60776 -1.84291 -4.38208  -0.2268
C 0.51798 1.83953 2.24651  0.5272
C 6.69542 -2.07321 -4.44668  -0.5934
C -0.52389 -0.27390 -2.14800  -0.3142
C 0.34715 -2.50631 0.17441  1.6876
C -1.62750 -0.94194 3.35572  -1.7805
C 2.44625 2.85951 -3.29608  -1.5737
C 2.28285 1.81427 0.64097  -0.5281
C 4.29143 -3.61502 -3.30069  -0.0566
C -4.77504 2.40140 -2.70886  -0.9156
C 0.38155 -3.64533 1.20387  -1.1595
C -0.44465 1.08891 3.13010  -1.9066
C -2.60484 0.80686 2.02829  -1.2827
C 5.07774 -3.46371 -5.71766  -1.2218
C -2.05168 -2.59310 0.58633  -0.7426
C -3.56613 2.23341 -2.04984  0.0246
C 2.51571 4.10620 -3.90072  -0.7505
C -2.17614 5.45620 2.27580  -0.9404
C 1.99036 -0.08864 2.08009  -1.1795
C -5.14812 3.65884 -3.16044  -0.6758
C 0.49418 4.75708 -2.77403  -0.6258
C 0.40558 3.50354 -2.16043  1.4590
C 2.16157 -1.66808 -4.07152  -1.2383
C -1.28649 -2.83982 -1.66388  -0.9395
C 0.06090 5.24747 0.63791  0.0496
C 5.95781 -1.67126 -3.36053  0.0961
H 1.22961 2.36089 2.89310  0.7097
H -2.41134 1.71022 1.45741  0.4361
H -3.16236 -1.18764 -3.60144  0.1406
H -1.10978 7.03402 3.26612  0.4614
H 1.38112 -4.08170 1.20627  0.5719
H 1.00364 -2.74231 -0.66101  -0.8673
H 1.05902 -4.41307 -2.36402  0.5096
H -4.62232 -1.51069 -5.54527  0.4450
H -1.83845 -2.08743 1.50534  -0.6113
H -0.11997 0.52549 -2.77349  0.6656
H -1.04373 1.82389 3.67467  0.4807
H 0.86891 6.86394 1.78989  0.4820
H -3.17926 1.07427 2.92030  0.5689
H 3.96114 -1.07425 -5.06613  0.6936
H 5.18370 -4.21659 -3.14475  0.6644
H -3.05629 5.55095 2.89990  0.4913
H -3.28759 1.25068 -1.68023  0.0303
H 0.00149 2.59144 1.66220  -1.0226
H -1.84829 -0.52284 4.34208  0.4557
H -0.77851 -1.61406 3.45723  0.4515
H -2.35136 -2.72297 -1.87777  0.7799
H -2.50353 -1.50254 3.05920  0.5963
H -0.61528 -5.49739 1.62242  0.5792
H 3.07399 -3.86327 -5.18488  0.6163
H -2.59273 -4.26853 1.79141  0.5524
H -1.60509 -0.07519 -2.05376  -0.7630
H 0.15673 -2.75154 -5.85111  0.3267
H 3.21569 2.12012 -3.49153  0.6204
H -6.09365 3.79092 -3.67016  0.4256
H -1.09302 -3.91821 -1.66969  0.5568
H 0.11221 0.51998 3.87170  0.5043
H 2.96221 2.23732 1.38485  0.5560
H 3.33148 4.34120 -4.57196  0.4584
H 7.71375 -1.70853 -4.49852  0.4830
H 1.79445 2.63263 0.11946  -0.1354
H -0.42390 -5.18201 -0.08149  0.2239
H 0.75669 -1.58838 0.65646  -0.3698
H -4.61500 5.73735 -3.28041  0.4640
H -2.48757 5.45351 -2.09343  0.2887
H 1.72023 -0.74828 -4.44947  0.5442
H -5.43202 1.55469 -2.86685  0.4902
H 0.19669 -3.26207 2.20653  0.3095
H 0.93135 5.18868 -0.00820  0.4931
H -3.71188 -2.44680 -7.64511  0.4217
H 1.58863 6.03151 -4.10291  0.4733
H 2.57676 0.36775 2.88185  0.3437
H -2.68748 -4.60639 0.07710  0.3431
H 1.30076 -0.80449 2.52502  0.4172
H -1.32604 -3.07434 -7.78818  0.4416
H 3.25880 -5.19650 -2.19011  0.4591
H -0.25448 5.51602 -2.57524  0.3210
H -3.02808 3.90254 1.07755  0.3863
H 4.93220 -4.09001 -6.59145  0.4407
H -3.20595 0.12722 1.42385  0.0820
H 7.08296 -3.11631 -6.24845  0.4346
H 1.37005 1.58659 -1.96189  0.4552
H -3.01452 -2.24438 0.21358  0.5541
H 2.86772 1.23068 -0.06755  -0.1458
H 2.68084 -0.62552 1.43240  -0.0034

Its HOMO energy (spin up / spin down) is -0.513 / -0.511 hartree. The charge is +3. The LUMO energy (spin up / spin down) comes out at -11.6 / -11.6 eV. The calculation puts the molar mass at 1019.96 g/mol. The calculation puts the strongest force on any atom at 2.997 eV Å⁻¹. The calculation puts the gap between HOMO and LUMO (spin up / spin down) at 2.3448 / 2.2942 eV.